# C62H182N22O32

A 24-piece molecular cluster, C62H182N22O32 overall at a distorted geometry (ωB97M-V/def2-TZVPD, the Open Molecules 2025 dataset).

Output
highest occupied orbital energy	-8.84	eV
spin multiplicity	1
Kohn-Sham gap	0.3169	Eh
net charge	0

```
298
C62H182N22O32 | the Open Molecules 2025 dataset | ωB97M-V/def2-TZVPD
C 1.522 -4.136 4.764
C 0.419 -3.979 5.835
C -0.196 -2.590 5.765
O -1.300 -2.592 6.655
C -2.183 -1.423 6.655
N -0.542 -5.029 5.667
H 2.153 -3.259 4.909
H 1.155 -4.010 3.745
H 2.189 -4.986 4.911
H 0.791 -3.963 6.859
H -0.543 -2.474 4.738
H 0.499 -1.764 5.912
H -2.938 -1.512 7.436
H -2.808 -1.411 5.762
H -1.613 -0.495 6.701
H -1.378 -4.618 6.058
H -0.795 -4.904 4.697
C 2.910 -5.345 1.832
C 2.001 -4.647 0.890
C 2.662 -4.186 -0.374
O 3.340 -5.338 -0.874
C 3.958 -5.052 -2.116
N 0.939 -5.576 0.566
H 2.351 -5.749 2.676
H 3.714 -4.721 2.222
H 3.454 -6.176 1.383
H 1.505 -3.723 1.186
H 3.455 -3.448 -0.253
H 1.975 -3.680 -1.053
H 4.059 -6.050 -2.541
H 5.005 -4.784 -1.968
H 3.286 -4.534 -2.800
H 0.252 -5.121 -0.017
H 1.329 -6.395 0.122
C -4.692 2.015 1.140
C -6.197 1.892 1.272
C -7.073 1.957 0.005
O -6.936 3.190 -0.600
C -8.054 3.468 -1.453
N -6.487 0.749 2.077
H -4.244 2.108 2.130
H -4.524 2.933 0.578
H -4.237 1.186 0.597
H -6.533 2.651 1.979
H -8.110 1.794 0.299
H -6.821 1.162 -0.697
H -7.851 4.435 -1.913
H -8.965 3.417 -0.857
H -8.245 2.807 -2.298
H -7.495 0.734 2.139
H -6.281 -0.107 1.582
C 2.201 6.862 -4.644
C 2.590 5.929 -5.888
C 3.728 5.007 -5.492
O 4.876 5.679 -4.960
C 5.605 6.477 -5.936
N 1.459 5.099 -6.271
H 1.236 7.351 -4.775
H 3.019 7.573 -4.535
H 2.170 6.262 -3.735
H 2.827 6.564 -6.742
H 4.014 4.339 -6.305
H 3.379 4.384 -4.669
H 5.053 7.399 -6.120
H 5.896 5.895 -6.810
H 6.564 6.766 -5.506
H 1.698 4.639 -7.138
H 0.748 5.729 -6.614
C 8.100 1.456 3.259
C 6.663 1.220 3.694
C 5.748 0.562 2.598
O 6.266 -0.697 2.191
C 5.311 -1.330 1.320
N 6.616 0.480 4.970
H 8.573 2.139 3.964
H 8.173 1.846 2.244
H 8.655 0.520 3.197
H 6.191 2.191 3.842
H 5.643 1.221 1.736
H 4.780 0.446 3.085
H 5.961 -2.060 0.837
H 4.940 -0.633 0.568
H 4.517 -1.708 1.964
H 5.642 0.276 5.140
H 7.126 -0.391 4.924
C 3.218 -6.938 -7.533
C 3.173 -6.371 -6.057
C 1.771 -5.730 -5.694
O 1.707 -5.692 -4.304
C 0.515 -5.440 -3.692
N 3.616 -7.434 -5.166
H 2.902 -6.171 -8.240
H 2.449 -7.709 -7.591
H 4.194 -7.347 -7.791
H 3.923 -5.600 -5.880
H 0.905 -6.246 -6.109
H 1.864 -4.739 -6.138
H 0.361 -4.362 -3.662
H 0.678 -5.749 -2.659
H -0.282 -6.019 -4.159
H 4.576 -7.666 -5.381
H 3.643 -6.982 -4.263
C -4.028 -6.042 5.288
C -4.176 -4.468 5.162
C -4.078 -3.950 3.728
O -2.793 -4.180 3.192
C -2.758 -4.184 1.777
N -5.404 -4.104 5.808
H -4.340 -6.586 4.396
H -4.489 -6.412 6.204
H -2.967 -6.274 5.377
H -3.304 -4.090 5.695
H -4.300 -2.885 3.662
H -4.864 -4.451 3.162
H -3.542 -4.839 1.399
H -1.801 -4.473 1.345
H -3.046 -3.267 1.263
H -5.407 -3.120 6.037
H -5.535 -4.626 6.663
C 1.260 -0.510 -0.580
C 0.431 0.688 -0.106
C -0.175 0.579 1.287
O -1.239 -0.359 1.187
C -1.957 -0.698 2.400
N 1.257 1.863 -0.076
H 1.375 -0.542 -1.663
H 0.877 -1.497 -0.323
H 2.266 -0.537 -0.159
H -0.355 0.881 -0.835
H -0.528 1.489 1.773
H 0.539 0.238 2.037
H -2.417 0.125 2.947
H -1.241 -1.242 3.014
H -2.812 -1.301 2.092
H 1.693 1.915 -0.985
H 0.701 2.706 -0.088
C 8.175 -0.799 -1.879
C 7.423 -1.179 -3.100
C 6.558 -2.456 -2.850
O 5.809 -2.857 -3.970
C 6.647 -3.436 -4.991
N 6.522 -0.096 -3.468
H 9.035 -1.455 -1.746
H 7.527 -0.970 -1.020
H 8.555 0.220 -1.956
H 8.227 -1.333 -3.820
H 5.691 -2.243 -2.224
H 7.097 -3.314 -2.450
H 7.153 -4.310 -4.581
H 7.353 -2.727 -5.423
H 5.999 -3.826 -5.775
H 5.822 -0.436 -4.112
H 6.946 0.736 -3.854
C -6.086 0.061 -3.110
C -4.954 0.797 -3.789
C -4.108 1.477 -2.653
O -3.223 2.424 -3.200
C -2.567 3.307 -2.281
N -4.094 -0.151 -4.433
H -6.779 0.822 -2.752
H -5.846 -0.620 -2.293
H -6.655 -0.564 -3.797
H -5.395 1.534 -4.460
H -3.573 0.734 -2.062
H -4.673 1.905 -1.824
H -3.068 4.274 -2.268
H -1.516 3.514 -2.483
H -2.597 2.864 -1.285
H -4.639 -0.823 -4.953
H -3.489 0.372 -5.051
C -6.075 -0.298 5.376
C -5.794 0.167 6.795
O -6.412 1.390 7.157
O -5.185 0.392 4.531
H -7.025 0.071 4.990
H -5.858 -1.365 5.342
H -4.719 0.286 6.927
H -6.117 -0.525 7.572
H -6.047 2.076 6.593
H -5.566 0.342 3.652
C -2.573 1.826 5.261
C -1.678 2.461 6.417
O -0.452 1.857 6.392
O -3.880 2.300 5.410
H -2.632 0.744 5.378
H -2.260 2.047 4.240
H -2.121 2.292 7.398
H -1.609 3.533 6.231
H -0.090 1.706 7.268
H -4.345 1.650 4.879
C 1.919 6.403 -0.845
C 1.177 5.192 -1.373
O 0.192 4.658 -0.493
O 1.042 7.383 -0.405
H 2.550 6.907 -1.578
H 2.616 5.969 -0.128
H 1.918 4.470 -1.716
H 0.609 5.532 -2.239
H -0.477 5.340 -0.400
H 1.096 8.004 -1.135
C -2.293 6.916 0.197
C -2.415 7.238 -1.265
O -2.300 8.640 -1.529
O -2.517 5.566 0.515
H -2.989 7.503 0.796
H -1.319 7.243 0.560
H -3.401 6.986 -1.654
H -1.690 6.719 -1.892
H -1.724 9.030 -0.868
H -2.079 5.388 1.350
C 1.960 0.893 4.215
C 2.720 1.450 5.415
O 2.255 2.648 5.954
O 0.700 0.365 4.542
H 2.505 0.035 3.824
H 1.807 1.633 3.429
H 3.730 1.751 5.136
H 2.754 0.707 6.211
H 1.365 2.719 5.603
H 0.274 1.028 5.091
C -8.042 -3.042 3.125
C -8.071 -4.625 3.250
O -7.782 -5.088 4.586
O -9.331 -2.640 3.497
H -7.945 -2.822 2.062
H -7.233 -2.693 3.768
H -7.380 -5.028 2.510
H -9.049 -4.932 2.880
H -6.915 -4.756 4.831
H -9.592 -1.819 3.074
C -2.024 -2.551 -3.265
C -1.271 -2.762 -1.904
O -1.313 -4.142 -1.432
O -3.406 -2.436 -3.061
H -1.685 -3.280 -4.001
H -1.740 -1.549 -3.586
H -1.703 -2.112 -1.143
H -0.208 -2.523 -1.923
H -2.227 -4.433 -1.473
H -3.650 -1.609 -3.484
C -0.571 6.264 3.410
C 0.732 5.604 3.006
O 0.928 4.504 3.879
O -1.635 5.393 3.184
H -0.776 7.107 2.751
H -0.553 6.662 4.424
H 1.544 6.330 3.026
H 0.717 5.252 1.974
H 1.816 4.198 3.682
H -1.369 4.559 3.579
C 0.572 1.888 -4.100
O 1.780 1.715 -3.878
N 0.132 2.886 -4.809
N -0.440 1.154 -3.756
H 0.865 3.477 -5.177
H -0.874 2.948 -4.874
H -0.339 0.371 -3.125
H -1.352 1.456 -4.068
C 4.838 2.844 -1.704
O 4.156 3.668 -1.059
N 4.965 1.586 -1.369
N 5.402 3.097 -2.820
H 5.505 0.875 -1.840
H 4.477 1.440 -0.496
H 5.911 2.394 -3.337
H 5.291 4.041 -3.159
C -0.414 -1.130 -7.626
O -0.919 -0.966 -8.700
N -0.652 -0.368 -6.560
N 0.476 -2.018 -7.372
H -1.341 0.367 -6.633
H -0.335 -0.552 -5.618
H 0.805 -2.606 -8.124
H 0.862 -2.082 -6.441
C 2.516 -1.794 -4.144
O 1.331 -1.742 -4.142
N 3.309 -0.840 -3.691
N 3.193 -2.903 -4.380
H 2.892 0.059 -3.492
H 4.272 -1.093 -3.524
H 2.670 -3.765 -4.439
H 4.200 -2.970 -4.349
C -5.269 -2.133 0.095
O -5.818 -1.732 1.062
N -5.380 -3.328 -0.342
N -4.383 -1.498 -0.544
H -4.757 -3.518 -1.113
H -5.913 -4.004 0.186
H -4.013 -1.873 -1.405
H -3.976 -0.701 -0.075
C 4.098 4.029 2.230
O 3.933 4.332 3.405
N 3.075 3.572 1.504
N 5.166 4.234 1.498
H 2.181 3.320 1.901
H 3.141 3.468 0.501
H 5.221 4.022 0.512
H 5.943 4.766 1.864
```

Atomic partial charges in e from the Löwdin method, atoms 1 to 5: -0.048, -0.442, -0.211, -0.196, -0.052